Here is C58H39BrF15GeNO3SSb2Ti as an isolated structure at a distorted geometry from the OMol25 dataset. Energies are from ωB97M-V/def2-TZVPD.

```
122
C58H39BrF15GeNO3SSb2Ti, DFT ωB97M-V/def2-TZVPD
Ti 1.845 -1.593 -1.184
C 5.783 -2.238 0.030
C 4.608 -1.399 -0.280
O 3.437 -1.989 -0.147
C 4.681 0.061 -0.465
C 5.907 0.796 -0.461
C 5.943 2.186 -0.498
C 4.703 2.845 -0.497
C 3.478 2.196 -0.563
C 3.471 0.808 -0.696
O 2.367 0.191 -1.207
H 5.568 -3.275 -0.282
H 6.088 -2.150 1.093
H 6.742 -1.974 -0.455
H 6.814 0.203 -0.366
H 6.924 2.697 -0.417
H 4.764 3.938 -0.436
H 2.531 2.720 -0.560
C -0.262 2.877 2.123
C -0.535 3.661 3.351
C -0.917 3.053 4.722
Sb -1.501 0.976 4.520
C -2.219 0.696 6.494
C -1.325 0.402 7.485
C -1.588 0.871 8.781
C -2.732 1.643 9.033
C -3.710 1.709 8.028
C -3.478 1.284 6.748
C 0.416 0.067 4.483
C 0.571 -1.238 4.907
C 1.807 -1.873 5.054
C 2.961 -1.073 4.837
C 2.823 0.268 4.442
C 1.540 0.844 4.282
Sb -2.050 1.395 1.478
C -3.545 2.928 1.017
C -3.686 3.084 -0.363
C -4.481 4.163 -0.788
C -5.066 5.022 0.052
C -5.042 4.775 1.418
C -4.166 3.794 1.924
C -3.439 -0.381 1.579
C -3.215 -1.542 0.859
C -4.192 -2.574 0.879
C -5.392 -2.337 1.517
C -5.669 -1.109 2.167
C -4.676 -0.189 2.215
H 0.549 2.166 2.230
H -0.272 3.529 1.230
H -1.410 4.338 3.071
H 0.347 4.313 3.540
H -1.786 3.505 5.215
H -0.095 3.151 5.408
H -0.479 -0.214 7.276
H -0.954 0.552 9.618
H -2.883 2.168 10.005
H -4.656 2.148 8.334
H -4.184 1.420 5.949
H -0.317 -1.866 5.054
H 1.858 -2.883 5.460
H 3.948 -1.534 4.958
H 3.678 0.922 4.363
H 1.444 1.901 4.006
H -3.233 2.344 -1.054
H -4.638 4.287 -1.825
H -5.680 5.860 -0.266
H -5.628 5.372 2.135
H -3.901 3.703 2.980
H -2.384 -1.672 0.180
H -4.005 -3.501 0.306
H -6.123 -3.152 1.604
H -6.572 -1.008 2.766
H -4.840 0.754 2.802
O 0.907 -1.456 0.711
H 0.751 -2.315 1.243
H 0.074 -0.926 0.746
F 1.229 -0.257 -7.100
C 2.239 -0.261 -6.187
C 2.017 -0.741 -4.867
C 3.125 -0.772 -4.047
F 3.062 -1.814 -2.950
C 4.341 -0.215 -4.336
F 5.367 -0.083 -3.480
C 4.490 0.249 -5.673
F 5.664 0.728 -5.945
C 3.455 0.212 -6.563
F 3.543 0.630 -7.853
Ge 0.122 -0.752 -4.412
S -0.206 -1.459 -2.172
C -0.819 1.042 -4.302
C -2.192 1.259 -4.183
F -3.085 0.234 -4.234
C -2.678 2.520 -3.924
F -3.994 2.664 -3.574
C -1.861 3.617 -3.881
F -2.336 4.869 -3.583
C -0.498 3.429 -3.991
F 0.307 4.467 -3.854
C 0.028 2.160 -4.255
F 1.387 2.030 -4.345
C -0.895 -1.968 -5.693
C -0.719 -3.335 -5.535
F 0.353 -3.771 -4.829
C -1.637 -4.220 -6.091
F -1.428 -5.537 -6.114
C -2.704 -3.617 -6.789
F -3.788 -4.356 -7.060
C -2.709 -2.326 -7.232
F -3.582 -1.871 -8.177
C -1.730 -1.493 -6.710
F -1.585 -0.269 -7.334
Br 3.672 -7.753 -1.984
C 2.762 -6.262 -1.459
C 2.008 -5.529 -2.384
C 1.319 -4.391 -1.934
N 1.658 -3.796 -0.745
C 2.449 -4.464 0.149
C 2.951 -5.736 -0.176
H 1.731 -5.984 -3.307
H 0.473 -4.024 -2.452
H 2.755 -3.958 1.072
H 3.536 -6.217 0.595
```

LUMO energy (spin up / spin down) = -0.66 / -0.67 eV
HOMO level (spin up / spin down) = -5.03 / -6.29 eV
frontier orbital gap (spin up / spin down) = 4.4 / 5.6 eV
ΔE to the lowest compared entry with this formula, charge and spin = 509.5 kJ/mol
multiplicity = 3
<S²> = 2.0362

Mulliken atomic charge list, values in e, 8 entries:
1 Ti 1.420
2 C -1.805
3 C 0.483
4 O -0.185
5 C 0.523
6 C -0.497
7 C -1.012
8 C -0.272

***

Here is C58H44GaN2O19 as an isolated structure at a distorted geometry from the OMol25 dataset. Energies are from ωB97M-V/def2-TZVPD.

```
124
C58H44GaN2O19, DFT ωB97M-V/def2-TZVPD
C 5.492 -0.722 1.917
C 4.258 -1.634 2.225
C 4.179 -2.360 3.484
C 2.994 -3.165 3.758
C 1.927 -3.228 2.745
C 0.665 -4.098 3.134
Ga -1.007 -3.503 2.084
C -1.861 -1.767 2.850
O -1.133 -0.545 2.535
N 0.092 -0.519 3.093
O 0.597 0.543 2.885
O -2.362 -4.887 2.177
C -2.861 -5.044 0.976
N -3.275 -5.292 -0.080
C 2.036 -2.531 1.476
C 3.220 -1.711 1.208
H 5.448 -0.454 0.834
H 5.399 0.208 2.533
H 6.432 -1.293 2.113
H 4.999 -2.310 4.231
H 2.897 -3.731 4.712
H 0.889 -5.190 3.039
H 0.455 -3.826 4.210
H -0.746 -3.239 0.531
H -2.861 -1.662 2.344
H -2.081 -1.899 3.939
H 1.247 -2.551 0.699
H 3.279 -1.152 0.237
C -1.698 3.045 3.028
C -1.998 3.003 1.732
C -3.352 3.346 1.246
O -3.628 3.306 0.062
C -4.362 3.740 2.255
C -4.063 3.782 3.552
C -2.706 3.439 4.039
O -2.433 3.480 5.221
H -0.713 2.797 3.400
H -1.272 2.718 0.980
H -5.347 3.988 1.881
H -4.788 4.067 4.303
C 1.832 -6.894 -2.498
C 1.451 -6.933 -3.773
C 0.068 -6.577 -4.175
O -0.279 -6.616 -5.341
C -0.873 -6.174 -3.103
C -0.491 -6.135 -1.828
C 0.889 -6.492 -1.431
O 1.219 -6.451 -0.267
H 2.835 -7.150 -2.183
H 2.126 -7.224 -4.570
H -1.878 -5.916 -3.414
H -1.162 -5.842 -1.027
C -5.516 4.437 -2.707
C -6.157 5.124 -1.763
C -7.364 5.919 -2.078
O -7.949 6.548 -1.219
C -7.835 5.920 -3.483
C -7.195 5.233 -4.426
C -5.986 4.437 -4.110
O -5.403 3.809 -4.972
H -4.631 3.850 -2.493
H -5.827 5.134 -0.732
H -8.720 6.507 -3.695
H -7.524 5.223 -5.458
C 4.937 3.920 4.719
C 3.845 4.667 4.874
C 2.540 4.248 4.308
O 1.546 4.932 4.449
C 2.496 2.968 3.566
C 3.587 2.221 3.410
C 4.892 2.639 3.976
O 5.887 1.955 3.834
H 5.898 4.209 5.124
H 3.859 5.605 5.414
H 1.535 2.677 3.161
H 3.570 1.281 2.869
C 6.536 -6.578 -3.731
C 7.534 -5.756 -4.048
C 8.017 -4.729 -3.095
O 8.926 -3.978 -3.386
C 7.348 -4.654 -1.776
C 6.350 -5.476 -1.458
C 5.868 -6.502 -2.411
O 4.960 -7.253 -2.120
H 6.170 -7.334 -4.414
H 8.034 -5.797 -5.008
H 7.714 -3.898 -1.093
H 5.849 -5.435 -0.499
C -3.012 6.633 -4.522
C -2.342 7.052 -5.594
C -1.292 8.090 -5.486
O -0.681 8.474 -6.463
C -1.014 8.644 -4.141
C -1.684 8.226 -3.069
C -2.735 7.187 -3.176
O -3.344 6.805 -2.198
H -3.782 5.876 -4.584
H -2.531 6.657 -6.584
H -0.243 9.401 -4.081
H -1.495 8.620 -2.078
C 4.704 4.010 -1.635
C 4.259 3.104 -0.767
C 4.196 1.668 -1.120
O 3.789 0.843 -0.329
C 4.647 1.277 -2.476
C 5.091 2.183 -3.344
C 5.155 3.620 -2.991
O 5.562 4.447 -3.782
H 4.757 5.065 -1.395
H 3.926 3.372 0.229
H 4.594 0.223 -2.716
H 5.424 1.916 -4.339
C -8.605 -4.822 3.220
C -7.784 -4.202 4.065
C -6.399 -3.850 3.671
O -5.651 -3.286 4.443
C -5.966 -4.213 2.303
C -6.788 -4.833 1.458
C -8.170 -5.185 1.851
O -8.923 -5.750 1.082
H -9.620 -5.088 3.490
H -8.085 -3.929 5.069
H -4.952 -3.948 2.031
H -6.485 -5.106 0.454
```

LUMO energy = -0.43 eV
HOMO level = -5.73 eV
charge = -1
frontier orbital gap = 5.3 eV
ΔE to the lowest compared entry with this formula, charge and spin = 100.6 kJ/mol

Mulliken atomic charge list, values in e, 8 entries:
1 C -0.828
2 C 0.954
3 C -0.816
4 C -0.627
5 C 0.863
6 C -1.147
7 Ga 0.424
8 C -0.430